Here is a structure of composition C37H39EuIN5OP2S from the OMol25 dataset. Energies are from ωB97M-V/def2-TZVPD.

Geometry as XYZ:
```
87
C37H39EuIN5OP2S ωB97M-V/def2-TZVPD
Eu 1.507 0.423 0.440
N 1.980 -0.869 2.836
C 2.188 0.090 3.940
C 1.196 1.234 3.878
N 1.382 2.001 2.624
H 1.365 -1.612 3.141
H 2.864 -1.309 2.619
H 3.191 0.500 3.835
H 2.129 -0.386 4.919
H 1.319 1.858 4.765
H 0.175 0.853 3.890
H 2.320 2.388 2.629
H 0.754 2.792 2.631
C -1.567 -1.248 2.386
N -1.661 -0.929 0.936
P -0.355 -1.779 0.066
C -0.739 -3.532 0.383
C 0.318 -4.428 0.245
C 0.103 -5.794 0.381
C -1.168 -6.267 0.677
C -2.224 -5.376 0.832
C -2.013 -4.013 0.685
C -0.869 -1.650 -1.689
C -0.143 -0.775 -2.493
C -0.463 -0.591 -3.830
C -1.507 -1.314 -4.384
C -2.226 -2.211 -3.600
C -1.911 -2.378 -2.260
P -1.392 0.806 0.714
C -2.233 1.258 -0.847
C -1.766 2.411 -1.474
C -2.421 2.931 -2.584
C -3.539 2.284 -3.086
C -4.000 1.122 -2.475
C -3.354 0.612 -1.358
C -2.620 1.538 1.854
C -2.296 2.738 2.479
C -3.218 3.386 3.292
C -4.469 2.825 3.495
C -4.802 1.625 2.873
C -3.886 0.988 2.053
H -1.511 -2.323 2.524
H -2.446 -0.884 2.906
H -0.687 -0.802 2.863
H 1.312 -4.050 0.025
H 0.926 -6.488 0.263
H -1.337 -7.331 0.790
H -3.214 -5.746 1.069
H -2.840 -3.319 0.794
H 0.702 -0.258 -2.064
H 0.105 0.103 -4.439
H -1.762 -1.183 -5.429
H -3.034 -2.786 -4.038
H -2.478 -3.083 -1.666
H -0.895 2.923 -1.078
H -2.057 3.838 -3.053
H -4.052 2.679 -3.956
H -4.870 0.612 -2.873
H -3.714 -0.297 -0.889
H -1.326 3.191 2.299
H -2.959 4.327 3.764
H -5.189 3.323 4.133
H -5.783 1.191 3.024
H -4.155 0.057 1.563
O 2.827 -0.957 -0.744
N 4.157 -1.043 -0.756
C 4.720 -1.914 -1.628
C 6.070 -2.085 -1.703
C 6.883 -1.331 -0.854
C 6.303 -0.439 0.014
C 4.906 -0.266 0.078
S 4.158 0.861 1.139
H 4.010 -2.449 -2.239
H 6.478 -2.791 -2.412
H 7.961 -1.445 -0.880
H 6.896 0.171 0.680
I 1.276 6.479 -0.584
C 1.614 4.615 -1.457
C 1.671 4.464 -2.828
C 1.927 3.200 -3.324
C 2.079 2.146 -2.440
N 1.975 2.281 -1.122
C 1.779 3.506 -0.644
H 1.532 5.308 -3.492
H 2.019 3.033 -4.390
H 2.305 1.151 -2.801
H 1.764 3.610 0.435
```

Summary:
Expectation value of S²   15.8340
F_max   5.15 eV Å⁻¹
ΔE to the lowest compared entry with this formula, charge and spin   153.97 kcal per mole
Charge   +1
DFT total energy   -3870.90235 Eh
2S+1   8

Atom charges from the Mulliken analysis, given in e for atoms 1 to 2:
1. Eu 1.128
2. N -0.358